C3H5Cl2F | ωB97M-V with the def2-TZVPD basis set

Geometry as XYZ:
```
11
Properties=species:S:1:pos:R:3:forces:R:3:mulliken_charge:R:1
F -1.7253 -1.4050 -0.2252 -0.525 0.262 -0.430 -0.2769
C -0.0895 -0.4277 1.5853 0.274 -2.628 -1.861 -1.2169
Cl -0.7258 1.6587 -0.1447 1.245 -1.046 0.220 -0.1774
H -1.1368 -0.4554 1.7298 -1.022 -0.018 0.497 0.3582
C -0.5300 -1.0008 -0.8061 -0.277 -0.073 0.694 -0.5567
H 0.0285 -1.9394 -0.8854 0.424 0.511 0.064 0.3394
Cl 1.8809 -0.1643 -0.2443 -0.361 1.157 -0.007 -0.1698
H 0.2928 -1.5022 1.5684 -0.572 1.228 0.250 0.2996
C 0.1229 0.0392 0.1649 -0.253 -0.900 -0.764 0.6841
H -0.7147 -0.5796 -1.7959 -0.006 0.062 0.156 0.3442
H 0.4007 0.0527 2.3580 1.074 1.443 1.182 0.3722
```
Positions in Å, forces in eV/Å.

Calculated values
Energy above the lowest of the compared OMol25 structures with the same formula, charge and spin in kJ/mol: 40.27
SMILES: CC(Cl)(Cl)CF
E_HOMO in eV: -11.163